A cluster of 2 separate species, C16H28N7O7 in total at a distorted geometry, computed with ωB97M-V/def2-TZVPD.

```
! wB97M-V def2-TZVPD RIJCOSX def2/J DEFGRID3
* xyz 1 1
O 3.7110 -1.4882 -0.7914
O -1.2539 -0.1862 -0.6122
O -5.2960 2.5147 0.0634
O 4.7936 -5.8619 2.2670
O 2.8979 -6.8383 2.7329
O 4.0293 -0.2350 1.0704
O 2.1266 -1.0251 3.0040
C 3.5947 -1.3369 0.4176
C -2.4751 -0.3215 -0.6969
C -4.1399 2.8443 0.2862
C 3.4493 -3.6110 1.3135
C 2.8910 -4.6241 2.2215
C 1.6981 -4.3529 2.8710
C 2.9095 -2.3444 1.2083
C 1.7543 1.1179 -2.5709
N 1.5781 0.2674 -1.6038
N -3.8832 3.8352 1.1425
N 0.9300 2.1284 -2.7880
N 0.8748 -1.0624 1.2679
N -3.3388 0.6988 -0.6432
N 3.5684 -5.8459 2.4260
N 2.7953 0.9345 -3.3331
C -3.0641 -1.7005 -0.8822
C -2.5804 4.3463 1.5693
C 0.9166 -3.0811 2.6515
C -0.2062 2.5400 -1.9373
C 1.7260 -1.9369 2.0279
C -1.5509 2.2791 -2.6272
C -2.7439 2.8030 -1.8085
C -2.9954 2.1207 -0.4461
H 4.5286 0.2792 0.4190
H 2.7631 -0.4202 2.5794
H 4.3438 -3.8517 0.7399
H 1.2866 -5.0880 3.5596
H 2.2349 -0.4862 -1.4430
H 0.7218 0.2853 -1.0589
H -4.7071 4.2488 1.5554
H 1.1283 2.7105 -3.5837
H 0.3023 -1.5911 0.6103
H 0.2837 -0.5370 1.9101
H -4.3271 0.4830 -0.7044
H 2.9882 1.5485 -4.1021
H 3.3908 0.1433 -3.1497
H -3.6534 -1.7229 -1.7978
H -3.7036 -1.9413 -0.0342
H -2.2603 -2.4316 -0.9533
H -2.7281 5.1647 2.2779
H -2.0198 4.7244 0.7128
H -2.0108 3.5587 2.0673
H 0.5166 -2.7381 3.6102
H 0.0697 -3.3198 2.0039
H -0.1209 3.6106 -1.7390
H -0.1796 2.0308 -0.9739
H -1.5508 2.7964 -3.5878
H -1.6675 1.2146 -2.8281
H -3.6426 2.6907 -2.4185
H -2.5993 3.8724 -1.6454
H -2.1040 2.1879 0.1738
*
```

HOMO energy: -11.7 eV
Kohn-Sham gap: 8.75 eV


A cluster of 2 separate species, C4H8FN2 in total at a distorted geometry, computed with ωB97M-V/def2-TZVPD.

```
! wB97M-V def2-TZVPD RIJCOSX def2/J DEFGRID3
* xyz -1 1
C -0.4588 0.9646 -0.0712
H -0.1423 -0.7368 1.1903
F -2.7069 0.5028 0.4155
C 0.1526 -0.4220 0.1655
H -1.1535 1.0693 -0.9806
C -0.1137 1.9686 0.9509
N 0.5537 2.3069 1.8719
N 1.6074 -0.3355 0.0599
H 2.0452 -1.1579 0.4643
H 1.9202 0.4783 0.5987
C -0.3871 -1.4460 -0.8267
H -1.4833 -1.5007 -0.7595
H -0.1199 -1.1348 -1.8480
H 0.0214 -2.4487 -0.6153
H 0.2649 1.8918 -0.6157
*
```

energy above the lowest of the compared OMol25 structures with the same formula, charge and spin: 54.2 kcal per mole
HOMO energy: -3.7 eV
Kohn-Sham gap: 7.80 eV


A structure of composition C50H71AsCsN7O2SSi4Te at a distorted geometry, computed with ωB97M-V/def2-TZVPD.

```
! wB97M-V def2-TZVPD RIJCOSX def2/J DEFGRID3
* xyz -2 1
Cs 0.0721 -0.0930 -0.8254
C -1.1939 -4.4544 1.6782
C -0.6608 -4.6876 2.9290
C -0.3802 -3.6059 3.7503
C -0.6590 -2.3210 3.2984
N -1.2251 -2.1032 2.1117
C -1.4630 -3.1387 1.3192
C -0.2868 -1.1016 4.0822
C 0.1172 -1.1739 5.4163
C 0.4524 -0.0045 6.0701
C 0.4027 1.1965 5.3861
C 0.0120 1.1799 4.0480
N -0.3398 0.0569 3.4342
C -0.0106 2.4308 3.2232
C 0.6838 3.5718 3.6190
C 0.6529 4.6926 2.8084
C -0.0622 4.6451 1.6269
C -0.7133 3.4619 1.3057
N -0.6971 2.3855 2.0825
H -1.3545 -5.2563 0.9714
H -0.4138 -5.6932 3.2461
H 0.0826 -3.7725 4.7128
H -1.8556 -2.9075 0.3326
H 0.1660 -2.1183 5.9372
H 0.7533 -0.0280 7.1108
H 0.6484 2.1201 5.8896
H 1.2761 3.5770 4.5228
H 1.2094 5.5800 3.0827
H -0.0817 5.4858 0.9481
H -1.2381 3.3594 0.3627
O -0.5053 -2.1962 -1.9299
C -0.3601 -2.7933 -3.0426
C -0.6398 -4.1947 -3.1617
C -0.4363 -4.8996 -4.3222
C 0.0614 -4.2654 -5.4710
C 0.3229 -2.9119 -5.4021
C 0.1143 -2.1510 -4.2443
C 0.3818 -0.7224 -4.3472
N 0.1284 0.1484 -3.4472
N 0.4506 1.4552 -3.7934
C 0.1717 2.3629 -2.8769
O -0.3005 2.2241 -1.7129
C 0.5021 3.7684 -3.3454
C 0.8583 4.0635 -4.6626
C 1.1547 5.3653 -5.0381
C 1.1098 6.3942 -4.1023
C 0.7684 6.1074 -2.7892
C 0.4636 4.8042 -2.4179
H -0.9909 -4.6872 -2.2613
H -0.6485 -5.9644 -4.3480
H 0.2437 -4.8249 -6.3804
H 0.7058 -2.4000 -6.2820
H 0.8120 -0.3860 -5.3010
H 0.8884 3.2538 -5.3792
H 1.4263 5.5821 -6.0650
H 1.3456 7.4104 -4.3963
H 0.7565 6.8968 -2.0473
H 0.2170 4.5530 -1.3965
C 3.6240 1.6938 -3.9114
C 4.0350 1.9289 -2.5010
C 4.8945 1.1247 -1.8110
C 5.2607 1.5148 -0.5067
N 4.8467 2.6314 0.0560
C 3.9680 3.4253 -0.6051
S 3.3501 4.8426 0.0307
N 3.5730 3.0324 -1.8698
C 6.1562 0.6398 0.3141
H 4.0515 0.7611 -4.2722
H 3.9756 2.5191 -4.5362
H 2.5305 1.6443 -4.0047
H 5.2633 0.2095 -2.2501
H 2.8451 3.5957 -2.2996
H 6.9767 0.2408 -0.2830
H 5.5849 -0.2105 0.6934
H 6.5432 1.2060 1.1579
C 4.2268 -8.5050 -0.1531
Si 3.0113 -7.0810 -0.4686
C 2.4041 -7.2604 -2.2442
C 1.5052 -7.3980 0.6278
Si 3.7796 -4.9063 -0.0679
Te 1.8666 -3.4062 -0.1095
Si 5.3766 -4.5036 -1.7241
C 4.5214 -4.3176 -3.3930
C 6.3302 -2.8976 -1.4370
C 6.6934 -5.8532 -1.9434
Si 4.8796 -4.9338 1.9952
C 6.3051 -6.1756 2.1850
C 3.6469 -5.3118 3.3758
C 5.6303 -3.2500 2.4108
H 3.8072 -9.4558 -0.4956
H 4.4540 -8.5998 0.9116
H 5.1729 -8.3424 -0.6761
H 1.8011 -8.1666 -2.3609
H 3.2292 -7.3090 -2.9603
H 1.7819 -6.3996 -2.5083
H 1.1205 -8.4166 0.5120
H 0.7211 -6.6907 0.3445
H 1.7300 -7.2278 1.6841
H 3.6977 -3.6018 -3.3182
H 4.0860 -5.2663 -3.7167
H 5.2137 -3.9765 -4.1694
H 5.6272 -2.0679 -1.3309
H 7.0007 -2.6783 -2.2741
H 6.9292 -2.9403 -0.5237
H 6.2339 -6.8104 -2.2042
H 7.2722 -6.0057 -1.0280
H 7.3892 -5.5846 -2.7440
H 5.9651 -7.2036 2.0415
H 6.7611 -6.1032 3.1774
H 7.0848 -5.9846 1.4419
H 3.2249 -6.3147 3.2621
H 2.8175 -4.6000 3.3259
H 4.1097 -5.2464 4.3657
H 6.4718 -3.0215 1.7515
H 5.9929 -3.2225 3.4430
H 4.8868 -2.4582 2.2854
C -4.5478 -1.9836 -1.8515
C -4.6099 -1.4031 -0.4393
As -3.0890 -0.1793 -0.1326
C -3.6912 1.3286 -1.2673
C -5.1516 1.7630 -1.2413
C -3.5815 0.4582 1.6783
C -5.0299 0.3604 2.1501
H -5.3445 -2.7123 -2.0242
H -3.5884 -2.4744 -2.0307
H -4.6488 -1.1968 -2.6033
H -4.5173 -2.2006 0.3030
H -5.5595 -0.8973 -0.2575
H -3.3969 1.0481 -2.2819
H -3.0368 2.1623 -1.0055
H -5.8240 0.9456 -1.5109
H -5.3219 2.5748 -1.9548
H -5.4460 2.1279 -0.2569
H -3.2131 1.4851 1.7443
H -2.9331 -0.1229 2.3358
H -5.7210 0.9080 1.5093
H -5.1245 0.7700 3.1610
H -5.3701 -0.6761 2.1873
*
```

energy above the lowest of the compared OMol25 structures with the same formula, charge and spin: 0.0 kcal per mole
HOMO energy: -1.5 eV
Kohn-Sham gap: 5.07 eV